Entry 1:
Molecular formula: C2H2F4O
Method: DFT, ωB97M-V/def2-TZVPD

The calculation puts the HOMO energy (alpha / beta) at -11.06 / -9.84 eV. Its net charge is 0. Its spin multiplicity is 1. The value obtained for the energy above the lowest of the compared OMol25 structures with the same formula, charge and spin is 6.338 eV. The orbital gap (alpha / beta) is 9.459 / 8.206 eV.

```
9
Properties=species:S:1:pos:R:3:nbo_charge:R:1
C 0.54808 0.48617 0.35529 0.51
C -1.30634 -0.51463 -0.43016 0.66
O 1.32486 -0.14355 -0.40091 -0.34
F 0.30738 1.77356 -0.09816 -0.35
F -2.06219 0.19713 0.31782 -0.27
F -1.37095 -1.81016 -0.03633 -0.30
F 2.92931 -0.01419 0.21812 -0.29
H 0.68652 0.27585 1.48122 0.20
H -1.05666 -0.25019 -1.40689 0.18
```



Entry 2:
Molecular formula: C58H124N8O49S9
Method: DFT, ωB97M-V/def2-TZVPD

The calculation puts the HOMO energy at -8.94 eV. Its net charge is 0. Its spin multiplicity is 1. The orbital gap is 8.520 eV.

```
248
Properties=species:S:1:pos:R:3:mulliken_charge:R:1
C -1.40863 1.48966 5.39774 0.52
O -2.25268 2.30644 4.93717 -0.66
N -0.15509 1.61027 5.09104 0.69
N -1.67168 0.56976 6.32270 -0.17
H 0.52015 0.94255 5.43497 0.31
H 0.17140 2.31996 4.45085 -0.70
H -2.58761 0.26468 6.61951 0.17
H -0.88629 -0.06015 6.40326 0.19
C 4.04961 0.14694 -1.81632 0.05
O 3.56606 0.13837 -0.69805 -0.55
N 5.35882 -0.03030 -1.86851 -0.41
N 3.37384 0.60725 -2.76599 0.79
H 5.57451 -0.05212 -0.88205 0.31
H 5.77220 0.39395 -2.68658 0.11
H 2.57337 1.21187 -2.64862 -0.34
H 3.58331 0.35215 -3.72053 -0.04
C 5.09133 0.66289 2.48103 0.65
O 5.93093 -0.03659 2.02279 -0.70
N 4.22183 1.17057 1.73035 0.05
N 4.92017 0.96448 3.79164 -0.24
H 3.87966 2.05047 2.08926 -0.21
H 4.08129 0.86364 0.77843 0.06
H 4.03228 1.37542 4.04240 0.11
H 5.76178 0.97028 4.35000 0.25
C 2.26361 3.85429 2.82010 0.45
O 1.92358 2.96013 3.56714 -0.60
N 2.42833 3.64833 1.55922 0.42
N 2.32340 5.17588 3.11917 -0.12
H 2.64524 4.50266 1.06609 -0.34
H 2.07553 2.79742 1.14501 -0.22
H 2.35504 5.89558 2.41126 0.32
H 1.89573 5.35224 4.01701 0.38
C 5.28505 -3.46138 3.84927 0.05
C 6.52771 -3.08987 3.26767 0.10
O 7.45020 -4.19405 3.52510 -0.44
S 6.69981 -5.51883 4.25527 0.99
O 6.93749 -5.42333 5.75737 -0.53
O 6.98497 -6.78403 3.53094 -0.51
O 5.23955 -4.82903 3.81092 -0.24
H 4.41408 -3.02435 3.36089 -0.07
H 5.29385 -3.20818 4.90942 0.02
H 6.81721 -2.10330 3.62958 0.28
H 6.49309 -2.93411 2.18942 0.34
C -3.60750 -4.46361 1.01755 1.03
C -4.13492 -5.84974 0.56030 0.16
O -5.53208 -5.84492 0.59284 -0.47
S -6.18040 -4.27238 0.69249 0.97
O -7.38507 -4.23468 1.60642 -0.57
O -6.33010 -3.75682 -0.68228 -0.42
O -4.75595 -3.71614 1.41053 -0.21
H -3.09601 -3.94580 0.20616 -0.34
H -2.88035 -4.44103 1.82923 -0.47
H -3.81280 -6.62463 1.25592 0.30
H -3.71651 -6.07059 -0.42167 0.05
C -0.11031 4.70963 -1.92314 -0.36
C -0.57598 3.98730 -0.65662 1.58
O -0.83197 4.99999 0.26097 -0.13
S 0.14606 6.40487 -0.01683 1.14
O 1.40042 6.40826 0.76398 -0.66
O -0.61939 7.60923 -0.12534 -0.59
O 0.62756 5.84606 -1.57062 -0.42
H -1.00311 5.01238 -2.47028 0.29
H 0.48711 4.12657 -2.62404 0.33
H 0.31286 3.50786 -0.24651 -1.07
H -1.40265 3.28111 -0.73427 -0.01
C -7.36750 2.36577 -3.79422 0.07
C -7.86341 3.26990 -2.62459 -0.51
O -6.67842 3.80215 -2.00411 -0.37
S -5.32987 3.62189 -2.97751 0.86
O -4.55612 2.52625 -2.46255 0.14
O -4.66948 4.89034 -3.19918 -0.66
O -6.23313 3.18546 -4.28831 -0.41
H -8.11421 2.15915 -4.56092 0.50
H -7.11794 1.43112 -3.29198 -0.22
H -8.45427 2.71127 -1.89869 0.35
H -8.45922 4.08342 -3.03846 0.28
C 6.24338 6.25471 -2.41166 -0.36
C 4.95012 6.87060 -1.99656 -0.42
O 4.07720 5.84803 -1.53195 -0.31
S 4.56961 4.40523 -2.19206 1.02
O 4.03158 4.37843 -3.53300 -0.59
O 4.19150 3.27736 -1.28460 -0.17
O 6.10946 4.95293 -2.08687 -0.34
H 7.09642 6.61041 -1.83384 0.26
H 6.33780 6.20003 -3.49619 0.24
H 4.56231 7.35084 -2.89494 0.29
H 4.99782 7.66099 -1.24748 0.33
C 0.68667 -5.79272 0.70408 -0.18
C 2.07804 -5.47287 1.33773 -0.15
O 1.80629 -4.83645 2.52834 -0.19
S 0.22071 -4.79273 2.96753 0.74
O -0.30422 -3.43321 2.76471 0.08
O 0.08256 -5.49227 4.23590 -0.71
O -0.30151 -5.74009 1.69052 -0.46
H 0.84290 -6.72681 0.16448 0.49
H 0.48615 -5.02940 -0.04776 -0.03
H 2.76561 -4.91825 0.69917 0.27
H 2.48660 -6.47460 1.47075 0.30
C 1.12958 -0.26118 1.39964 2.97
C 0.09936 0.72602 1.69467 0.81
O -0.62346 0.91374 0.55255 -0.72
S -0.20587 0.06089 -0.78577 -0.05
O 0.56092 0.85540 -1.72581 -0.19
O -1.28016 -0.80466 -1.37604 0.13
O 0.75648 -0.91308 0.21340 -0.36
H 1.04982 -1.04248 2.15551 -0.92
H 2.12390 0.16148 1.54377 -1.39
H 0.44518 1.56862 2.29344 -0.57
H -0.60649 0.34626 2.43335 -0.03
C -2.28478 5.82641 3.24580 0.12
C -3.23365 4.60851 3.32996 0.38
O -4.31736 5.19560 2.62795 -0.18
S -4.64201 6.72765 2.99755 1.04
O -5.55448 6.77878 4.12852 -0.56
O -4.97405 7.54974 1.84703 -0.54
O -3.10537 6.92262 3.61424 -0.48
H -1.97757 6.02099 2.21825 0.18
H -1.32136 5.54329 3.66978 0.09
H -3.46040 4.26903 4.34064 0.28
H -2.88810 3.73772 2.77280 -0.33
C 6.65902 3.29835 -5.73514 -0.18
C 7.08223 2.42015 -4.59438 -0.10
O 6.36219 1.23032 -4.66471 -0.29
S 5.29008 1.16102 -5.95497 0.87
O 3.95843 1.07042 -5.38147 -0.41
O 5.67132 0.17135 -6.91099 -0.57
O 5.65401 2.61910 -6.51097 -0.35
H 7.52333 3.39344 -6.39244 0.34
H 6.28241 4.28910 -5.48083 0.11
H 6.97524 2.87123 -3.60788 0.10
H 8.12708 2.15697 -4.75905 0.34
C 1.42544 5.03899 8.05844 -0.66
C 1.47997 6.52223 7.67812 -0.70
C 1.89799 6.55914 6.25170 -0.53
O 1.24830 5.42017 5.69050 -0.45
C 1.01804 4.36547 6.68501 0.09
H 0.70089 4.72609 8.81026 0.36
H 2.40949 4.65653 8.32949 0.29
H 2.22738 6.93585 8.35517 0.34
H 0.55457 7.02537 7.95841 0.28
H 2.98642 6.58799 6.20077 0.32
H 1.50458 7.42507 5.71926 0.33
H 1.65355 3.50082 6.49369 -0.03
H -0.00108 3.99487 6.79524 0.14
C -2.43925 1.58832 -5.08767 0.66
C -1.49443 1.39500 -6.28176 -0.06
C -0.36883 2.35917 -5.98844 -0.18
O -1.11805 3.50116 -5.55607 -0.51
C -2.38520 3.12946 -5.00250 0.34
H -1.98337 1.15242 -4.19870 -0.10
H -3.42267 1.18193 -5.32393 -0.32
H -1.99934 1.72604 -7.18927 0.45
H -1.12886 0.36907 -6.32581 -0.28
H 0.25287 2.59841 -6.85120 0.36
H 0.24762 2.06245 -5.13989 -0.05
H -3.18582 3.58723 -5.58350 0.27
H -2.45445 3.52950 -3.99093 -0.47
C 3.25985 -3.50506 -3.40928 0.33
C 3.71833 -4.90739 -3.75708 -0.94
C 3.54676 -5.68829 -2.36287 -0.62
O 3.20590 -4.71451 -1.40361 -0.17
C 3.54419 -3.44287 -1.92221 -0.44
H 2.17828 -3.43519 -3.52514 -0.07
H 3.82371 -2.74822 -3.95459 0.23
H 4.78749 -4.78074 -3.92734 0.35
H 3.23702 -5.34395 -4.63220 0.31
H 4.54135 -6.09333 -2.17624 0.26
H 2.85368 -6.51849 -2.22683 0.35
H 4.61155 -3.33369 -1.73004 0.38
H 3.05809 -2.55574 -1.51626 -0.06
C 3.34250 -1.50013 6.11309 -0.81
C 2.56138 -2.08459 4.94386 0.43
C 1.10630 -1.75445 5.23805 0.84
O 1.20705 -0.64075 6.14724 -0.74
C 2.27956 -0.83792 7.02372 -0.90
H 4.16218 -0.85144 5.80415 0.25
H 3.88395 -2.29379 6.62790 0.40
H 2.70915 -3.14745 4.75251 0.75
H 2.86729 -1.70482 3.96903 -0.54
H 0.51769 -2.64576 5.45529 -0.16
H 0.73188 -1.34006 4.30200 -0.46
H 1.85913 -1.45173 7.82032 0.26
H 2.53605 0.13292 7.44772 0.40
C -3.70821 -0.51593 0.98674 0.62
C -3.86848 0.90367 1.48849 0.53
C -4.99980 1.47258 0.61460 -0.46
O -5.27144 0.55699 -0.45639 -0.29
C -4.23872 -0.42338 -0.53721 -0.46
H -4.40997 -1.18548 1.48408 0.13
H -2.65770 -0.75311 1.15488 -0.36
H -2.93757 1.46656 1.42041 -0.82
H -4.00749 0.91122 2.56956 0.54
H -4.62032 2.36463 0.11626 0.12
H -5.90294 1.71337 1.17537 0.34
H -3.51231 -0.12094 -1.29151 -0.22
H -4.65262 -1.29717 -1.04047 0.36
C -5.32695 -0.83894 -4.36349 1.11
C -4.80263 -1.77765 -5.36110 -0.22
C -5.64922 -3.04901 -5.17353 -0.49
O -6.98730 -2.48187 -4.87389 -0.53
C -6.77444 -1.30102 -4.09913 -0.45
H -5.30756 0.15837 -4.80295 0.08
H -4.85201 -0.90143 -3.38441 -0.77
H -3.77132 -1.84091 -5.01394 0.11
H -4.87898 -1.41149 -6.38492 0.31
H -5.27424 -3.72906 -4.40867 0.10
H -5.74990 -3.63169 -6.08920 0.39
H -6.86162 -1.43970 -3.02151 0.33
H -7.52545 -0.54179 -4.31743 0.16
C 0.82783 -3.43246 -6.37686 0.58
C -0.37039 -2.56410 -6.61408 0.24
C -1.01111 -3.08211 -7.93976 -0.51
O -0.13736 -4.13931 -8.33178 -0.48
C 1.16015 -3.91227 -7.76714 -0.66
H 0.59917 -4.37615 -5.88162 -0.46
H 1.63637 -2.86720 -5.91333 0.06
H 0.04610 -1.57328 -6.79552 -0.01
H -1.12413 -2.61249 -5.82818 0.05
H -1.04453 -2.31272 -8.71113 0.33
H -1.99863 -3.52222 -7.80122 0.21
H 1.70631 -3.15662 -8.33177 0.30
H 1.77935 -4.80679 -7.83433 0.40
C -2.93416 -4.98909 -3.95951 -0.30
C -1.77269 -5.95095 -4.25733 -0.53
C -1.23038 -6.29009 -2.81784 -0.61
O -1.31076 -4.97770 -2.28064 0.16
C -2.44234 -4.28716 -2.71434 0.33
H -3.73963 -5.65089 -3.64115 0.40
H -3.18342 -4.33628 -4.79606 -0.03
H -0.91992 -5.62767 -4.85429 -0.16
H -2.24197 -6.83249 -4.69409 0.46
H -0.20473 -6.65876 -2.83285 0.31
H -1.76839 -7.04320 -2.24210 0.27
H -2.36449 -3.20577 -2.82679 -0.02
H -3.18452 -4.53231 -1.95462 -0.46
C -2.83289 -3.38681 6.71491 -0.51
C -2.89710 -2.93219 5.26978 0.89
C -4.25647 -2.28900 5.08109 -0.47
O -4.81124 -2.03130 6.36069 -0.51
C -3.81878 -2.33218 7.29586 -0.34
H -1.79013 -3.32210 7.02568 0.26
H -3.21360 -4.37944 6.95545 0.33
H -2.66758 -3.61693 4.45336 0.15
H -2.20402 -2.09662 5.17195 -0.65
H -5.03742 -2.86651 4.58639 0.28
H -3.99571 -1.26346 4.81961 0.29
H -4.14794 -2.54744 8.31244 0.41
H -3.30750 -1.39517 7.51661 -0.05
```



Entry 3:
Molecular formula: C34H53ClN4O9S
Method: DFT, ωB97M-V/def2-TZVPD

The calculation puts the HOMO energy at -9.37 eV. Its net charge is 0. As for the SMILES: CCOC1=C(CCCCS(=O)(=O)Cl)C(=O)C(CCC(=O)O)=C(OC[C@H](C)O)C1=O.CCCC#N.CCCC#N.CCCC#N.CCCC#N. Its spin multiplicity is 1. The value obtained for the energy above the lowest of the compared OMol25 structures with the same formula, charge and spin is 0.000 eV. The orbital gap is 8.488 eV.

```
102
Properties=species:S:1:pos:R:3:mulliken_charge:R:1
C 0.26516 -3.29586 1.63554 -1.59
C 0.67108 -2.25954 0.66505 -0.16
O 0.24386 -0.99699 1.17480 -0.48
C 0.11856 -0.19100 0.14622 0.45
C 0.97085 0.76537 -0.13463 0.91
C 2.20099 1.01488 0.70667 -1.08
C 2.67783 2.45026 0.58442 -0.73
C 2.06815 3.40909 1.58275 -0.96
C 0.55557 3.43795 1.46911 -0.30
S -0.31858 2.52744 2.75499 1.11
O -1.00155 1.40944 2.22352 -0.53
O -1.22168 3.42907 3.37648 -0.62
Cl 1.01847 1.94504 4.21398 -0.21
C 0.66364 1.54605 -1.32740 -0.40
O 1.02157 2.68504 -1.50784 -0.65
C -0.16098 0.92070 -2.37742 0.40
C -0.02889 1.42198 -3.75990 -1.54
C 1.43000 1.66222 -4.17459 -0.79
C 2.39578 0.63104 -3.68302 0.68
O 3.51619 0.93286 -3.39128 -0.62
O 1.96692 -0.64592 -3.62404 -0.40
C -1.00957 -0.02534 -2.08619 1.13
O -1.82345 -0.61373 -2.98203 -0.56
C -3.03393 0.12972 -3.19818 -0.62
C -4.28132 -0.59398 -2.66084 0.59
C -4.79231 -0.05901 -1.33948 -1.56
O -4.12375 -1.98493 -2.59503 -0.63
C -1.08744 -0.47731 -0.68822 0.59
O -2.01940 -1.07316 -0.23466 -0.55
H 0.66081 -3.09185 2.60538 0.35
H 0.63696 -4.25653 1.32871 0.36
H -0.80830 -3.31789 1.69566 0.35
H 1.74154 -2.22078 0.56006 0.41
H 0.22241 -2.50396 -0.28711 0.20
H 1.95012 0.82428 1.73550 0.34
H 2.97253 0.29913 0.48159 0.62
H 3.73684 2.46799 0.79671 0.47
H 2.57910 2.82735 -0.41442 0.40
H 2.40953 3.26233 2.59151 0.38
H 2.43911 4.37873 1.29324 0.42
H 0.23345 3.15752 0.48501 -0.15
H 0.20848 4.44230 1.61653 0.60
H -0.55117 2.36559 -3.82771 0.40
H -0.48743 0.77100 -4.47551 0.47
H 1.76121 2.64107 -3.89646 0.33
H 1.46026 1.61281 -5.25325 0.55
H 2.27354 -1.01476 -2.78266 0.33
H -3.14502 0.24685 -4.26424 0.24
H -2.98183 1.09175 -2.72288 0.39
H -5.05612 -0.39867 -3.38800 0.35
H -4.12706 0.67851 -0.92179 0.28
H -5.77669 0.36813 -1.41577 0.39
H -4.81845 -0.85837 -0.62428 0.32
H -4.28999 -2.36008 -3.46979 0.30
C -1.42595 4.12154 6.60179 -0.90
C -2.31862 5.35186 6.51582 -0.40
C -2.04303 6.37222 7.62699 -0.44
C -2.27613 5.78929 8.94630 0.25
N -2.45810 5.32242 9.97646 -0.43
H -1.59350 3.57315 7.53038 0.42
H -1.63723 3.44557 5.77735 0.10
H -0.37104 4.40032 6.54795 0.28
H -3.36359 5.04089 6.55773 0.32
H -2.16810 5.83605 5.54971 0.23
H -2.69296 7.23984 7.51601 0.30
H -1.00970 6.71738 7.57934 0.27
C 5.54330 0.35401 4.70897 -1.31
C 4.30801 0.58175 5.57332 0.14
C 4.28303 -0.32216 6.82177 -0.51
C 4.28870 -1.74578 6.50681 0.21
N 4.29681 -2.86829 6.28574 -0.43
H 5.56678 -0.65963 4.30652 0.37
H 5.54800 1.04093 3.86239 0.32
H 6.45877 0.51686 5.28019 0.36
H 3.41967 0.42051 4.95970 -0.09
H 4.28311 1.62100 5.90614 0.36
H 3.39666 -0.11027 7.41912 0.31
H 5.16012 -0.12415 7.43844 0.30
C -3.89554 -3.21517 -8.03524 -1.16
C -4.76911 -1.98127 -8.23202 -0.50
C -4.81647 -1.08111 -6.99180 -0.22
C -5.36771 -1.80032 -5.84667 0.45
N -5.79808 -2.37507 -4.95311 -0.61
H -4.28209 -3.85543 -7.24158 0.36
H -3.86549 -3.80931 -8.94764 0.34
H -2.87174 -2.93546 -7.78091 0.30
H -5.78092 -2.29390 -8.49392 0.31
H -4.38702 -1.39860 -9.07122 0.32
H -5.43815 -0.20586 -7.17913 0.36
H -3.81497 -0.73412 -6.73371 0.12
C 3.83249 -6.18968 -2.29552 -1.17
C 2.45148 -6.15870 -1.65029 -0.39
C 1.56891 -5.02376 -2.18386 -0.40
C 2.17692 -3.72419 -1.91995 0.34
N 2.65498 -2.70442 -1.71292 -0.66
H 4.39325 -5.27871 -2.08293 0.32
H 4.41317 -7.02706 -1.91070 0.36
H 3.75795 -6.30015 -3.37867 0.30
H 2.56103 -6.05777 -0.56917 0.23
H 1.94630 -7.10772 -1.83303 0.36
H 0.58877 -5.04743 -1.70645 0.30
H 1.42148 -5.12391 -3.25940 0.35
```



Entry 4:
Molecular formula: H38O19
Method: DFT, ωB97M-V/def2-TZVPD

The calculation puts the HOMO energy (alpha / beta) at -0.21 / -7.63 eV. Its net charge is -1. Its spin multiplicity is 2. The value obtained for the energy above the lowest of the compared OMol25 structures with the same formula, charge and spin is 4.681 eV. The orbital gap (alpha / beta) is 2.580 / 9.856 eV.

```
57
Properties=species:S:1:pos:R:3:mulliken_spin:R:1
O 2.38427 -3.68608 -0.03240 0.01
H 2.88595 -2.96213 0.53701 0.00
H 1.67228 -3.00216 -0.21461 0.00
O 3.41865 -2.04757 1.93525 0.00
H 3.77869 -1.23835 1.66539 0.01
H 2.50544 -1.88358 1.76644 0.02
O 0.11579 -1.87239 3.66030 -0.03
H -0.68656 -2.29753 3.08388 0.05
H 0.65572 -2.55281 4.11541 -0.01
O -0.68137 -1.45912 -0.89179 0.32
H -1.49808 -1.46573 -0.13157 -0.03
H 0.15165 -1.68683 -0.48102 -0.04
O -3.43921 -2.67801 0.35572 -0.01
H -3.98535 -2.21533 -0.22937 0.00
H -2.50865 -2.65613 0.08235 -0.02
O -0.17324 0.33665 2.43646 -0.12
H -0.09907 -0.19325 3.15632 0.10
H 0.14428 1.29186 2.69855 0.25
O -1.07268 4.56905 1.24879 -0.03
H -0.71970 4.81565 2.12084 0.04
H -2.10767 4.45040 1.13041 0.06
O -2.35330 0.11181 -3.18663 0.03
H -2.49995 -0.76712 -2.96723 -0.01
H -2.36499 0.15063 -4.11868 -0.01
O -2.35327 3.00612 -3.38997 0.00
H -1.97084 2.10050 -3.12426 0.03
H -2.64405 3.60711 -2.60393 -0.01
O 1.28902 -0.61661 0.46445 0.25
H 1.43697 -0.06987 -0.33948 -0.03
H 0.42222 -0.43836 0.89587 0.04
O 1.84738 0.36538 -1.92473 -0.06
H 1.44926 1.31966 -1.87399 0.01
H 1.99427 0.38939 -2.87779 0.03
O -2.27172 1.97316 1.66915 -0.23
H -2.77076 2.55341 1.05635 0.01
H -1.49766 1.84075 1.08521 0.14
O 2.57277 0.52938 2.44162 -0.22
H 2.31899 0.12225 1.77974 0.12
H 2.44303 -0.03071 3.18401 0.02
O -2.17857 -1.31319 2.04751 0.08
H -1.65552 -0.39537 1.94946 0.06
H -3.03448 -1.57714 2.30597 -0.02
O 1.01269 2.49468 -0.09496 0.30
H 0.27187 2.81152 0.29873 0.04
H 1.74212 3.13243 0.35483 -0.01
O 2.45764 3.61096 1.87085 -0.26
H 1.78847 2.93228 2.22926 0.05
H 3.23978 3.17934 2.18614 0.03
O 1.27445 -3.80708 -3.21864 0.01
H 1.63814 -3.22900 -3.85579 0.00
H 1.78947 -3.54461 -2.49027 0.00
O -0.00802 2.01583 -3.22605 0.07
H 0.40914 2.86245 -3.26191 -0.01
H -0.46739 1.72586 -4.16805 -0.01
O -1.70734 -2.66907 -2.70497 0.01
H -1.64482 -2.80798 -1.65329 0.00
H -0.71610 -3.13538 -2.75090 0.00
```